# 1
Entry from the OMol25 dataset: a structure of composition C13H32N3O4RuS3 in a non-equilibrium geometry (wB97M-V/def2-TZVPD).

Properties
- HOMO energy (alpha / beta): -19.07 / -19.07 eV
- Charge: +3
- Max |F|: 2.33 eV Å⁻¹
- Electronic energy: -61720.761 eV
- Energy relative to the best compared isomer or geometry (same formula, charge and spin): 0.0 kJ/mol

XYZ file:
```
56
Properties=species:S:1:pos:R:3:forces:R:3
Ru 0.4531 -0.2850 0.0288 -1.240 1.340 1.443
C -0.2908 -2.1818 -2.1391 -0.019 -0.031 -0.003
C -0.4668 -3.0249 -0.8878 -0.136 0.168 -0.156
N -0.5534 -2.0998 0.2832 0.375 -0.510 -0.012
C -0.0004 -2.6751 1.5408 0.168 -0.102 -0.057
C 1.5277 -2.7149 1.4263 -0.076 -0.062 0.047
N 1.9932 -1.6776 0.4303 0.150 0.245 0.151
C 2.5654 -2.2789 -0.8398 0.080 0.155 -0.097
C 2.1171 -1.4548 -2.0326 0.021 -0.074 0.140
N 0.6751 -1.0741 -1.8686 0.248 -0.088 -0.367
H -1.2361 -1.7275 -2.4363 -0.006 -0.001 0.051
H 0.0590 -2.7829 -2.9802 -0.024 -0.003 0.009
H 0.3558 -3.7147 -0.7323 -0.002 0.004 0.001
H -1.3732 -3.6287 -0.9505 0.004 0.021 0.018
H -1.5224 -1.8561 0.4703 -0.021 0.075 -0.073
H -0.4267 -3.6596 1.7475 0.051 -0.018 -0.109
H -0.3072 -2.0088 2.3402 -0.015 -0.142 -0.066
H 1.9007 -3.6845 1.0994 -0.042 0.007 0.037
H 1.9808 -2.5151 2.3965 0.004 0.029 -0.029
H 2.7351 -1.1310 0.8653 -0.003 -0.021 0.029
H 2.2641 -3.3203 -0.8879 -0.036 0.038 -0.098
H 3.6547 -2.2724 -0.7866 -0.026 0.000 0.087
H 2.2745 -1.9855 -2.9735 -0.070 -0.051 0.037
H 2.6783 -0.5257 -2.0863 0.019 -0.017 -0.012
H 0.4960 -0.2995 -2.5086 0.041 -0.164 -0.211
C 1.5046 3.6930 -0.9373 -0.495 0.026 0.129
S 1.3434 1.9686 -1.1375 0.836 0.169 0.197
O -0.0929 1.4646 -1.0524 -0.048 -0.394 -0.150
O 2.0178 1.5655 -2.3231 -0.225 0.046 -0.161
O 1.8441 1.3009 0.1316 0.561 -0.489 -0.672
H 0.9847 4.1758 -1.7655 0.058 0.008 -0.061
H 2.5734 3.9006 -0.9956 0.033 -0.027 -0.026
H 1.0884 4.0006 0.0194 0.012 -0.011 0.027
C 2.1655 0.9424 3.0372 0.057 -0.226 0.106
S 0.5101 0.7246 2.3666 0.040 0.166 -0.231
C -0.2810 -0.1478 3.7212 0.014 -0.072 0.056
H 2.5252 0.0241 3.4999 0.040 0.008 -0.015
H 2.1039 1.7232 3.7954 0.007 -0.017 -0.016
H 2.8241 1.2689 2.2385 0.008 0.035 0.032
H -0.3093 0.5401 4.5668 -0.024 0.001 -0.023
H 0.2726 -1.0415 4.0075 -0.006 0.053 0.064
H -1.2999 -0.3932 3.4288 -0.016 0.041 0.037
O -1.4547 0.1563 0.6811 -0.477 -0.257 -0.026
S -2.8189 0.8286 0.2581 0.078 0.137 0.035
C -3.0213 0.8941 -1.5534 0.097 -0.005 -0.053
C -3.0528 2.3720 -1.9501 0.016 0.025 0.098
C -3.5392 3.1397 -0.7199 -0.046 -0.028 -0.036
C -2.7195 2.6209 0.4592 0.019 0.009 -0.002
H -3.9590 0.3768 -1.7565 0.000 -0.005 0.020
H -2.1957 0.3294 -1.9825 -0.023 -0.027 -0.062
H -3.7016 2.5249 -2.8101 -0.018 -0.031 0.009
H -2.0487 2.6950 -2.2202 0.011 0.028 -0.037
H -4.6011 2.9517 -0.5454 -0.014 0.034 -0.015
H -3.4213 4.2175 -0.8204 0.026 -0.004 0.010
H -3.1281 2.8717 1.4361 0.023 -0.018 0.017
H -1.6660 2.8898 0.4041 0.008 0.029 -0.010
```
Positions in Å, forces in eV/Å.

# 2
Entry from the OMol25 dataset: a structure of composition C13H33CuN2O5 in a non-equilibrium geometry (wB97M-V/def2-TZVPD).

Properties
- HOMO energy: -5.74 eV
- Max |F|: 5.11 eV Å⁻¹
- Electronic energy: -71864.769 eV
- Energy relative to the best compared isomer or geometry (same formula, charge and spin): 480.9 kJ/mol

XYZ file:
```
54
Properties=species:S:1:pos:R:3:forces:R:3
Cu -0.4302 -0.2873 0.5503 -0.453 2.861 1.710
C 0.2661 -1.3164 2.6130 0.434 -0.536 -0.032
O -0.1531 -1.7770 1.3903 0.321 -3.446 1.798
H 0.0225 -0.2604 2.7297 -0.181 0.071 0.928
H -0.1344 -1.9029 3.4399 0.020 -0.075 0.450
H 1.3558 -1.3255 2.6320 0.611 -0.386 0.704
C 1.8164 1.2231 -3.4602 0.012 -0.472 -0.403
O 0.6639 0.4694 -3.7972 -0.793 -0.168 0.567
C 0.6214 -0.8595 -3.2270 0.442 0.283 0.673
C 0.4395 -0.9866 -1.6915 0.043 0.511 -1.082
N -0.7820 -0.3371 -1.1890 -2.511 -1.860 -4.048
C -1.8848 -1.3023 -0.9377 -1.022 0.022 -0.315
C -3.1697 -0.6039 -0.4400 1.147 -1.161 0.798
O -2.9178 -0.3549 0.9789 -1.520 0.283 -1.847
C -3.9881 0.3006 1.6055 -1.718 -1.284 0.571
H 1.8427 1.4989 -2.4060 0.338 -0.129 -0.248
H 1.8749 2.1470 -4.0356 -0.573 -0.055 -0.135
H 2.6969 0.6544 -3.7593 0.328 -0.106 0.438
H 1.5650 -1.3284 -3.5058 0.019 -0.375 -0.060
H -0.2139 -1.4219 -3.6444 0.023 0.414 -0.619
H 1.3003 -0.6434 -1.1177 -1.079 0.233 -1.572
H 0.4231 -2.0386 -1.4066 -0.394 -0.266 -0.342
H -1.2160 0.2929 -1.8484 0.607 0.545 -0.502
H -1.6156 -1.9833 -0.1303 0.125 -0.127 -0.073
H -2.1067 -1.9368 -1.7959 -0.207 0.059 -0.559
H -3.9502 -1.3465 -0.6057 -0.399 -0.114 0.521
H -3.5074 0.2670 -1.0020 0.417 0.505 0.150
H -4.8717 -0.3363 1.5646 -0.381 -0.173 -0.297
H -4.3269 1.2812 1.2711 0.617 0.288 -0.588
H -3.7724 0.3729 2.6715 -1.021 -0.298 -1.096
C -2.0104 1.1188 3.1469 0.739 -0.621 -0.090
O -1.2730 1.1586 1.9129 0.234 1.870 1.174
C -0.3093 2.2309 1.8594 -1.039 -0.592 -0.743
C 0.2419 2.3118 0.4544 1.171 1.328 -0.416
N 0.9107 1.1342 -0.0566 1.994 0.357 2.381
C 2.0185 0.5921 0.8301 0.236 -0.141 -0.825
C 2.5168 -0.7548 0.2872 1.613 0.926 0.096
O 3.1748 -0.5179 -0.9942 0.361 0.101 0.378
C 3.5931 -1.7278 -1.5747 -0.559 -0.408 -0.812
H -2.9276 1.7076 3.1364 0.703 0.992 0.020
H -1.4088 1.3265 4.0318 0.268 0.071 -0.110
H -2.4211 0.1094 3.1746 1.243 -0.078 0.696
H 0.4867 2.0489 2.5814 -0.108 0.297 0.308
H -0.8821 3.1499 1.9841 0.447 0.340 0.605
H 0.9633 3.1277 0.4082 0.347 0.578 0.725
H -0.5029 2.7452 -0.2131 -0.486 -0.916 -0.312
H 1.3177 1.2751 -0.9702 -0.321 0.191 0.213
H 1.7274 0.3632 1.8553 -0.528 0.386 -0.305
H 2.8691 1.2656 0.9346 0.238 0.372 -0.296
H 1.6932 -1.4675 0.2454 0.306 -0.236 0.232
H 3.3281 -1.1230 0.9152 -0.201 -0.123 0.509
H 4.1009 -1.6262 -2.5338 0.414 0.927 0.170
H 2.7083 -2.2647 -1.9168 -0.159 -0.665 0.577
H 4.2369 -2.3421 -0.9452 -0.165 0.001 0.329
```
Positions in Å, forces in eV/Å.

# 3
Entry from the OMol25 dataset: a structure of composition C13H33O8P3SV in a non-equilibrium geometry (wB97M-V/def2-TZVPD).

Properties
- Multiplicity: 3
- HOMO energy (alpha / beta): -12.45 / -12.81 eV
- Charge: +1
- Max |F|: 1.80 eV Å⁻¹
- Electronic energy: -94789.394 eV

XYZ file:
```
59
Properties=species:S:1:pos:R:3:forces:R:3
V 0.1358 -0.8223 0.7888 0.651 1.268 -1.102
O -0.5842 -1.8470 4.6843 0.185 -0.199 0.170
P 0.0810 -1.8288 3.2665 -0.116 -0.133 0.091
O 1.5496 -1.8014 3.1924 -0.036 -0.037 0.004
O -0.5564 -0.6350 2.4755 -0.178 -0.310 1.260
O -0.5431 -3.1527 2.5274 0.130 0.147 -0.154
P -0.1771 -3.4691 0.9651 -0.267 -0.151 0.092
O -1.0605 -4.7091 0.5874 0.121 -0.180 0.334
O 1.2774 -3.5649 0.7808 0.078 -0.034 -0.048
O -0.7941 -2.2641 0.1685 -0.391 -1.243 0.115
H -0.0017 -2.1905 5.3865 -0.243 0.150 -0.310
H -0.7356 -5.5628 0.9284 -0.111 0.381 -0.177
C -3.0596 3.0226 -0.1175 0.002 -0.012 0.146
C -1.8882 2.3429 0.6104 -0.255 -0.070 0.096
C -2.3383 1.9507 2.0244 -0.081 0.014 -0.015
P -1.0671 0.9882 -0.3472 -0.578 0.389 -0.196
C 0.1553 1.8641 -1.4217 0.007 0.198 0.060
C 1.2627 2.4681 -0.5350 0.002 0.167 -0.088
C -0.3396 2.9614 -2.3720 0.096 0.024 0.071
C -2.3115 0.0204 -1.3208 -0.160 0.065 0.081
C -2.9742 0.6233 -2.5646 0.015 0.019 -0.013
C -3.3789 -0.5171 -0.3461 -0.081 0.107 -0.083
H -3.3761 3.8877 0.4713 0.029 -0.058 -0.031
H -3.9180 2.3536 -0.1909 0.055 0.047 0.008
H -2.8199 3.3774 -1.1141 0.099 0.005 -0.106
H -1.0802 3.0685 0.7120 0.097 0.119 0.020
H -3.1689 1.2393 1.9998 0.096 0.060 -0.022
H -2.6930 2.8517 2.5333 0.006 -0.087 -0.041
H -1.5456 1.5152 2.6266 0.051 -0.003 -0.056
H 0.5869 1.0611 -2.0120 0.108 -0.192 -0.146
H 0.9787 3.4701 -0.2067 0.004 -0.028 -0.015
H 2.1875 2.5689 -1.1096 -0.089 0.010 0.013
H 1.4973 1.8913 0.3559 -0.022 -0.113 0.066
H -0.7318 3.8169 -1.8202 -0.029 -0.042 0.017
H -1.0905 2.6318 -3.0808 -0.120 -0.116 -0.034
H 0.5169 3.3283 -2.9476 -0.083 -0.049 0.052
H -1.7163 -0.8281 -1.6524 0.063 -0.215 -0.043
H -3.3714 1.6224 -2.4010 -0.012 -0.011 0.020
H -3.8138 -0.0184 -2.8505 0.097 0.053 0.021
H -2.2964 0.6543 -3.4170 0.064 0.069 0.037
H -4.1028 0.2623 -0.0952 0.057 -0.089 -0.040
H -2.9740 -0.9100 0.5850 0.116 0.010 0.015
H -3.9244 -1.3313 -0.8285 0.042 0.066 0.006
C 3.8613 0.0743 1.9926 0.161 -0.135 0.003
C 3.8589 -1.1301 1.0557 0.102 0.005 0.217
S 3.1915 -0.6923 -0.5238 -0.651 0.517 -0.096
O 1.6530 -0.5073 -0.2794 1.214 0.136 -0.368
C 3.3153 -2.2336 -1.3989 -0.070 -0.087 -0.201
C 2.9690 -2.0475 -2.8762 -0.014 -0.110 0.070
H 4.3843 -0.1969 2.9096 -0.033 0.007 -0.041
H 2.8533 0.3582 2.2829 -0.104 -0.019 -0.020
H 4.3660 0.9343 1.5498 0.013 -0.041 -0.010
H 3.2573 -1.9592 1.4276 0.014 -0.112 0.146
H 4.8696 -1.4762 0.8130 -0.036 0.042 0.154
H 2.6423 -2.9084 -0.8732 -0.032 -0.195 0.019
H 4.3481 -2.5567 -1.2367 -0.056 -0.014 -0.140
H 1.9500 -1.6749 -3.0068 0.070 -0.035 0.086
H 3.0295 -3.0131 -3.3810 0.008 0.075 0.044
H 3.6546 -1.3605 -3.3744 -0.001 -0.032 0.062
```
Positions in Å, forces in eV/Å.

# 4
Entry from the OMol25 dataset: a cluster of 3 separate species, C13H34B3O5P in total (wB97M-V/def2-TZVPD).

Properties
- HOMO energy: -8.44 eV
- Max |F|: 0.38 eV Å⁻¹
- Electronic energy: -35594.710 eV
- SMILES: CCCB1OBOB(P(C)C)O1.CCOCC.CCOCC

XYZ file:
```
56
Properties=species:S:1:pos:R:3:forces:R:3
C 3.0397 3.7010 3.8134 0.024 0.000 0.011
C 1.8554 3.4895 2.8549 -0.023 -0.012 0.024
C 1.6111 2.0151 2.5209 -0.018 0.021 -0.085
B 2.6914 1.3476 1.6116 0.013 0.057 -0.349
O 3.8502 2.0179 1.2446 0.148 0.037 0.342
B 4.9240 1.3288 0.7388 -0.204 -0.057 -0.135
O 4.7670 0.0127 0.3670 0.217 -0.133 0.286
B 3.5933 -0.6683 0.6492 -0.130 0.199 -0.264
P 3.4140 -2.5746 0.4308 0.134 0.018 -0.065
C 2.5097 -2.5624 -1.1852 -0.178 0.096 0.094
C 5.1248 -2.9945 -0.1252 0.012 -0.048 0.012
O 2.5288 0.0567 1.1447 0.007 -0.189 0.321
H 3.7507 4.4332 3.4324 -0.023 0.021 0.001
H 3.5971 2.7757 3.9716 -0.005 -0.001 -0.033
H 2.7071 4.0445 4.7933 -0.008 -0.016 0.004
H 0.9497 3.9096 3.2967 0.016 0.018 -0.012
H 2.0246 4.0437 1.9294 0.012 -0.018 -0.001
H 0.6382 1.8664 2.0388 -0.008 0.022 0.013
H 1.5535 1.4260 3.4451 -0.034 -0.011 -0.006
H 5.9853 1.8527 0.6503 -0.019 0.033 -0.112
H 3.0277 -1.9985 -1.9626 0.034 -0.031 0.019
H 2.3658 -3.5884 -1.5245 0.029 -0.013 -0.009
H 1.5189 -2.1333 -1.0251 -0.005 -0.051 -0.055
H 5.8397 -2.6711 0.6319 -0.004 -0.024 0.009
H 5.2095 -4.0775 -0.2232 0.019 0.019 -0.033
H 5.3979 -2.5291 -1.0727 -0.035 0.039 0.008
C -1.4041 -4.9977 -1.3752 0.012 0.001 -0.006
C -1.0605 -3.9644 -0.3161 0.009 0.008 0.013
O -0.8676 -2.6585 -0.8298 0.026 0.025 -0.017
C -1.9884 -2.0685 -1.4688 -0.012 0.026 0.008
C -3.1957 -1.8918 -0.5673 -0.029 0.026 0.026
H -0.6663 -4.9804 -2.1788 -0.002 -0.003 -0.001
H -1.4050 -5.9931 -0.9285 0.003 -0.002 -0.004
H -2.3905 -4.8306 -1.8095 -0.003 0.001 0.005
H -0.1112 -4.2158 0.1588 -0.002 -0.012 0.003
H -1.8237 -3.9600 0.4705 -0.001 0.010 -0.003
H -2.2633 -2.6322 -2.3678 0.013 -0.021 0.010
H -1.6346 -1.0910 -1.7976 -0.025 0.008 -0.010
H -3.6570 -2.8402 -0.2878 0.020 -0.020 -0.028
H -3.9387 -1.2899 -1.0907 0.000 -0.004 0.014
H -2.9110 -1.3644 0.3448 -0.009 0.007 0.000
C -5.4988 2.8679 -1.1340 -0.004 -0.007 -0.008
C -4.6224 1.7095 -0.6906 0.017 0.000 0.009
O -3.7181 1.2582 -1.6846 -0.002 -0.011 -0.019
C -2.7617 2.2072 -2.1263 0.007 -0.014 0.009
C -1.8330 2.7009 -1.0301 0.010 -0.012 0.004
H -6.0083 2.6261 -2.0675 -0.001 0.003 0.001
H -6.2522 3.0687 -0.3710 -0.004 0.000 -0.004
H -4.9268 3.7849 -1.2801 0.001 0.001 0.006
H -5.2399 0.8398 -0.4642 -0.009 0.007 0.007
H -4.0855 1.9706 0.2286 0.006 -0.004 -0.004
H -3.2559 3.0535 -2.6168 -0.006 -0.001 0.008
H -2.1883 1.6829 -2.8910 0.006 0.011 -0.005
H -2.3534 3.3121 -0.2918 0.000 0.006 -0.004
H -1.0448 3.3150 -1.4682 0.005 -0.002 0.002
H -1.3683 1.8581 -0.5156 0.002 -0.002 0.001
```
Positions in Å, forces in eV/Å.